# 1
# C33H69I2N2O4P2S2

2 unconnected molecules or ions with the total composition C33H69I2N2O4P2S2 in a non-equilibrium geometry (ωB97M-V/def2-TZVPD, the OMol25 dataset).

Last column: Löwdin charge in e.
Cartesian coordinates (Å):
C  2.4312  -6.1985  4.6436  -0.111
C  3.8161  -6.0427  3.9834  -0.256
C  4.1847  -4.5924  3.5474  -0.198
C  3.0693  -3.8209  2.8018  -0.229
C  3.0534  -4.0380  1.2653  -0.182
C  2.2878  -5.3557  0.8714  -0.171
C  1.0733  -5.0136  -0.0407  -0.156
C  -0.2486  -4.7353  0.7459  -0.180
N  -0.7714  -3.3954  0.4253  -0.226
C  -2.2553  -3.3305  0.4095  -0.214
C  -2.8784  -3.9615  -0.8497  -0.176
C  -4.4225  -4.1735  -0.7103  -0.190
C  -5.0612  -2.8833  -0.1148  -0.235
C  -6.5710  -2.7311  -0.3822  -0.191
C  -7.1121  -1.5659  0.5342  -0.217
C  -7.2381  -0.2287  -0.2584  -0.256
C  -8.1823  0.7256  0.5509  -0.115
C  -0.3173  -2.3961  1.3118  -1.065
S  -0.3274  -2.4380  2.9377  0.755
S  0.2882  -0.9095  0.4904  0.844
C  1.6569  -0.2601  1.4927  -0.478
C  2.7838  0.4085  0.6629  -0.278
C  3.3286  -0.4669  -0.5243  -0.374
P  3.6057  0.5617  -2.0661  0.651
C  3.6272  2.4174  -1.9189  -0.285
C  4.1412  3.0979  -3.2058  -0.595
O  4.8833  2.6138  -3.9557  0.132
O  3.5949  4.3529  -3.4241  0.064
P  1.3762  0.7026  -2.3827  0.556
O  1.1725  1.4885  -3.6597  -0.538
C  5.5109  0.3481  -1.9693  -0.845
I  6.9197  1.8306  -1.3535  0.962
C  6.0182  -0.8293  -2.2881  -0.865
C  7.5243  -1.1229  -2.1948  -0.237
I  4.8418  -2.4827  -2.9328  0.925
H  1.5908  -5.8716  4.0202  0.046
H  2.2786  -7.2786  4.8113  0.075
H  2.4184  -5.7305  5.6377  0.080
H  3.9851  -6.7150  3.1294  0.100
H  4.5553  -6.3381  4.7473  0.103
H  4.4261  -4.0089  4.4504  0.106
H  5.0762  -4.6670  2.9051  0.107
H  2.0575  -4.0220  3.1756  0.056
H  3.2536  -2.7460  2.9837  0.091
H  4.0727  -4.0051  0.8492  0.106
H  2.5167  -3.1822  0.8152  0.068
H  1.9646  -5.8117  1.8182  0.085
H  2.9417  -6.0791  0.3668  0.107
H  1.3167  -4.1719  -0.7038  0.105
H  0.9122  -5.8807  -0.7030  0.105
H  -0.1707  -4.9535  1.8221  0.096
H  -0.9858  -5.4469  0.3458  0.110
H  -2.5170  -2.2624  0.3813  0.107
H  -2.6335  -3.7749  1.3499  0.130
H  -2.7528  -3.2459  -1.6770  0.117
H  -2.4415  -4.9415  -1.0881  0.104
H  -4.6001  -4.9806  0.0179  0.114
H  -4.8390  -4.4313  -1.6929  0.112
H  -4.9259  -2.9159  0.9768  0.108
H  -4.4895  -2.0287  -0.5172  0.111
H  -7.1245  -3.6363  -0.0935  0.111
H  -6.7870  -2.4398  -1.4180  0.104
H  -6.3582  -1.3829  1.3166  0.100
H  -8.0464  -1.8332  1.0435  0.101
H  -7.6540  -0.4095  -1.2588  0.098
H  -6.2485  0.2470  -0.3153  0.095
H  -7.5615  1.1909  1.3319  0.067
H  -8.6540  1.4698  -0.1004  0.064
H  -8.9433  0.1307  1.0720  0.063
H  2.0741  -0.9920  2.1976  0.051
H  1.2296  0.5281  2.1343  0.073
H  3.6182  0.5576  1.3643  0.118
H  2.4632  1.4145  0.3572  0.073
H  2.7185  -1.3641  -0.7048  0.031
H  4.2970  -0.8531  -0.1772  0.070
H  3.6658  0.0551  -3.3982  0.015
H  2.5704  2.7350  -1.8591  0.037
H  4.0928  2.8147  -1.0087  0.071
H  2.6360  4.1804  -3.4334  0.097
H  0.7352  1.4086  -1.3109  -0.034
H  0.8165  -0.5990  -2.4775  -0.015
H  7.6814  -2.1980  -2.3630  0.041
H  7.8615  -0.9357  -1.1667  0.050
H  8.0911  -0.5519  -2.9372  0.070
C  0.5527  6.0095  1.0724  -0.046
C  -0.7591  6.4922  0.4863  -0.157
N  -0.8007  6.5369  -1.0297  -0.258
C  0.2741  7.4891  -1.5020  0.017
C  -2.1070  7.1649  -1.4921  -0.151
C  -3.3849  6.3987  -1.1952  -0.045
C  -0.5019  5.2021  -1.7073  -0.057
C  -1.3061  3.9802  -1.2907  -0.192
O  -1.1270  3.6839  0.0795  -0.216
C  -2.2293  3.0064  0.6811  -0.059
H  1.3732  6.6966  0.8645  0.081
H  0.4535  5.9541  2.1563  0.101
H  0.8364  5.0198  0.7217  0.075
H  -0.9522  7.5134  0.8224  0.138
H  -1.5863  5.8819  0.8316  0.108
H  0.1275  8.4435  -1.0014  0.119
H  0.1767  7.6056  -2.5790  0.114
H  1.2486  7.0741  -1.2659  0.102
H  -2.0166  7.3252  -2.5666  0.135
H  -2.1502  8.1400  -1.0062  0.132
H  -3.5778  5.6416  -1.9520  0.080
H  -4.2277  7.0887  -1.2491  0.098
H  -3.4053  5.9393  -0.2089  0.079
H  0.5528  5.0064  -1.5117  0.125
H  -0.6255  5.3747  -2.7767  0.149
H  -0.9388  3.1264  -1.8698  0.125
H  -2.3600  4.0879  -1.5408  0.102
H  -2.9199  2.5925  -0.0551  0.096
H  -2.7692  3.7045  1.3278  0.088
H  -1.8384  2.1981  1.2977  0.091

The calculation puts the electronic energy at -3783.319915 Ha. Its energy relative to the best compared isomer or geometry (same formula, charge and spin) is 0.000 eV. The total charge is +1. For the HOMO energy, the calculation gives -10.09 eV.

---

# 2
# C33H71Br28IOP

14 unconnected molecules or ions with the total composition C33H71Br28IOP in a non-equilibrium geometry (ωB97M-V/def2-TZVPD, the OMol25 dataset).

Last column: Löwdin charge in e.
Cartesian coordinates (Å):
C  2.7128  0.2781  7.3354  -0.128
O  1.8965  1.4385  7.2944  -0.232
C  1.4942  1.7728  5.9639  -0.280
C  0.7015  0.6666  5.1992  -0.178
C  0.6906  1.1094  3.6733  -0.263
C  1.8052  0.4333  2.8138  -0.491
P  3.4528  1.3930  2.7156  0.016
I  3.2673  1.6893  0.1656  0.059
H  2.0330  -0.6123  7.3322  0.085
H  3.3173  0.2063  8.2587  0.080
H  3.3544  0.1817  6.4273  0.089
H  0.7951  2.6357  6.0662  0.093
H  2.3215  2.1328  5.3164  0.031
H  -0.3599  0.6629  5.5301  0.079
H  1.1698  -0.3334  5.2135  0.093
H  -0.2852  0.7410  3.2720  0.073
H  0.6528  2.2171  3.5978  0.094
H  1.3908  0.2299  1.7822  -0.035
H  2.0221  -0.5621  3.2715  0.061
H  4.2244  0.1828  2.4181  -0.087
H  4.6579  2.1928  2.6766  -0.225
H  2.7197  2.6253  2.9774  -0.064
H  3.7224  1.1407  4.1228  -0.057
Br  0.7867  -3.9214  -2.4634  0.594
C  1.8663  -2.5158  -1.6493  -0.730
C  1.9944  -2.7164  -0.1652  -0.662
Br  0.3610  -2.1970  0.7498  0.626
H  1.4066  -1.5720  -1.9166  -0.011
H  2.8386  -2.5906  -2.1323  0.041
H  2.7715  -2.0678  0.2420  0.056
H  2.2029  -3.7460  0.1158  0.049
Br  4.0247  4.3306  6.0087  0.680
C  5.5082  5.4495  5.4233  -0.692
C  5.5291  5.5905  3.9224  -0.691
Br  6.2199  3.9839  3.0708  0.683
H  6.4165  5.0092  5.8259  0.047
H  5.3379  6.4171  5.8972  0.038
H  6.2086  6.3885  3.6226  0.051
H  4.5456  5.7769  3.4937  0.029
Br  -5.2927  -2.8947  0.0382  0.633
C  -3.7546  -3.5359  1.0495  -0.707
C  -3.6362  -2.8243  2.3722  -0.676
Br  -2.9228  -1.0288  2.1513  0.638
H  -2.8821  -3.4115  0.4123  0.018
H  -3.9372  -4.5987  1.2036  0.039
H  -2.9244  -3.3374  3.0182  0.062
H  -4.5865  -2.7258  2.8914  0.034
Br  2.2665  -0.4769  -4.2211  0.688
C  1.2613  -1.5600  -5.4893  -0.677
C  1.6137  -1.2079  -6.9104  -0.649
Br  0.7717  0.4643  -7.4551  0.688
H  0.2081  -1.4206  -5.2604  0.058
H  1.5420  -2.5895  -5.2696  0.039
H  1.2256  -1.9589  -7.5984  0.055
H  2.6826  -1.0908  -7.0723  0.044
Br  -2.1319  -1.8895  -9.4510  0.629
C  -2.2105  0.0526  -9.5382  -0.706
C  -2.4980  0.5279  -10.9378  -0.691
Br  -0.9174  0.4001  -12.0698  0.595
H  -1.2687  0.4234  -9.1426  -0.051
H  -3.0194  0.3345  -8.8649  0.063
H  -2.7620  1.5847  -10.9351  0.057
H  -3.2853  -0.0382  -11.4286  0.049
Br  -2.4804  0.4995  8.7923  0.591
C  -1.7496  2.3027  8.8952  -0.689
C  -2.5863  3.2806  8.1097  -0.691
Br  -2.2618  3.1072  6.2012  0.646
H  -0.7184  2.2468  8.5514  0.044
H  -1.7626  2.5538  9.9554  0.054
H  -2.3068  4.3045  8.3555  0.055
H  -3.6546  3.1528  8.2644  0.046
Br  -1.1438  -6.1982  0.7572  0.629
C  -2.1410  -7.2862  -0.5145  -0.681
C  -1.7924  -6.9269  -1.9353  -0.703
Br  -2.6432  -5.2658  -2.4750  0.596
H  -3.1957  -7.1541  -0.2874  0.049
H  -1.8517  -8.3141  -0.2977  0.054
H  -2.1747  -7.6799  -2.6251  0.042
H  -0.7231  -6.8018  -2.0957  0.035
Br  0.6352  8.5692  6.0156  0.605
C  2.4863  8.5922  5.4133  -0.702
C  2.6020  9.1342  4.0109  -0.702
Br  2.0457  7.8141  2.6947  0.627
H  2.8645  7.5768  5.5133  0.031
H  3.0056  9.2411  6.1181  0.055
H  3.6419  9.3545  3.7714  0.053
H  1.9997  10.0233  3.8438  0.046
Br  -9.4164  -1.2382  -0.5975  0.566
C  -7.9370  -0.1363  -1.2691  -0.877
C  -7.9900  -0.0136  -2.7733  -0.675
Br  -7.3581  -1.6393  -3.6382  0.603
H  -7.0203  -0.5824  -0.9204  -0.073
H  -8.0768  0.8389  -0.8084  0.006
H  -7.3164  0.7716  -3.1141  0.061
H  -8.9895  0.1797  -3.1537  0.047
Br  -7.4587  -0.1515  1.1184  0.760
C  -6.9474  -0.7672  2.8964  -0.628
C  -7.5403  0.0966  3.9806  -0.691
Br  -6.5846  1.7849  4.1465  0.608
H  -5.8599  -0.7958  2.9185  0.006
H  -7.3366  -1.7841  2.9640  0.066
H  -7.4380  -0.3842  4.9530  0.055
H  -8.5856  0.3397  3.8083  0.048
Br  5.5141  1.1444  -6.8384  0.605
C  5.0971  2.8754  -7.6237  -0.694
C  3.8087  2.8308  -8.4017  -0.700
Br  4.0507  1.9533  -10.1253  0.580
H  5.9529  3.1633  -8.2282  0.047
H  5.0086  3.5562  -6.7778  0.060
H  3.4717  3.8387  -8.6410  0.058
H  3.0128  2.2999  -7.8842  -0.010
Br  -2.1548  -6.9091  -6.0785  0.606
C  -0.9829  -8.4193  -6.4440  -0.692
C  -0.0359  -8.6671  -5.2991  -0.694
Br  1.4121  -7.3666  -5.2787  0.607
H  -0.4767  -8.2078  -7.3826  0.030
H  -1.6493  -9.2707  -6.5796  0.056
H  0.4514  -9.6352  -5.4092  0.056
H  -0.5198  -8.6165  -4.3271  0.031
Br  -0.0045  -5.6429  -9.5327  0.600
C  0.3976  -5.3894  -11.4217  -0.691
C  -0.5739  -4.4366  -12.0686  -0.700
Br  -2.2900  -5.2927  -12.4076  0.592
H  0.4020  -6.3750  -11.8793  0.048
H  1.4062  -4.9783  -11.4441  0.058
H  -0.2108  -4.1284  -13.0481  0.059
H  -0.7740  -3.5542  -11.4654  -0.008
Br  2.3100  4.8348  10.3714  0.595
C  4.2241  4.4899  10.2905  -0.694
C  5.0133  5.6409  10.8592  -0.698
Br  5.0937  7.1363  9.6134  0.587
H  4.4639  4.2743  9.2514  0.024
H  4.3755  3.5917  10.8879  0.058
H  6.0508  5.3509  11.0202  0.055
H  4.5989  6.0244  11.7877  0.046

The calculation puts the electronic energy at -74086.572354 Ha. The total charge is -1. For the HOMO energy, the calculation gives -4.07 eV.